Entry 1:
Formula: C45H40AsBrN4STl
Source: the OMol25 dataset
Level of theory: the ωB97M-V functional and the def2-TZVPD basis

Each line ends with the Mulliken charge.
CARTESIAN COORDINATES (ANGSTROEM)
H  -4.32  -1.55  1.23  0.39
N  0.35  -1.94  -1.44  0.84
H  5.47  -2.86  -0.14  0.50
H  -0.86  3.77  4.44  0.46
C  -2.20  0.02  -2.73  0.52
H  -1.11  2.21  -4.79  0.53
C  4.09  -1.40  0.60  0.65
C  -0.67  -0.75  5.31  -1.42
H  2.86  2.02  -6.35  0.40
C  6.28  -0.20  1.80  -0.80
C  -1.05  2.13  1.50  -0.46
C  -0.33  -2.76  0.70  0.38
H  -3.05  -2.68  1.71  0.23
H  -3.06  0.34  2.28  0.65
C  0.62  2.45  3.62  -0.99
C  2.16  1.90  -5.53  -0.69
C  0.39  -2.36  -2.71  -0.82
H  2.87  -2.01  3.74  0.54
C  5.34  -1.97  0.45  -1.00
Br  8.14  -2.13  0.87  -0.16
C  -3.80  4.31  -2.49  -0.67
C  2.25  0.97  2.49  -0.79
H  -0.88  -4.99  -1.19  0.55
H  3.23  -1.86  0.11  0.40
H  2.19  -2.41  2.18  -0.22
H  0.77  -1.73  -3.50  0.53
N  0.03  -1.65  1.26  1.52
C  3.92  -0.26  1.37  -0.38
C  -1.44  -0.83  3.02  0.48
C  6.43  -1.37  1.07  -0.06
H  1.32  2.54  4.44  0.52
C  0.93  1.63  2.54  0.70
H  0.44  2.51  -6.67  0.42
C  -1.44  2.98  2.53  -1.24
H  1.76  -4.05  4.73  0.37
H  -1.70  1.97  0.65  0.88
C  -2.15  -0.53  -4.01  -0.32
C  -0.59  3.13  3.61  -0.66
S  2.58  0.96  -1.67  -0.44
H  3.69  1.30  -4.15  0.50
C  -1.15  4.11  -1.70  -0.64
H  1.08  -4.43  3.15  0.30
N  2.60  0.28  1.49  0.56
C  -0.22  -1.41  2.65  -0.16
C  0.81  2.17  -5.72  -0.84
H  -4.91  -1.64  -1.55  0.42
C  1.76  1.32  -3.21  0.88
C  -3.19  3.06  -2.46  -0.08
H  -4.81  -2.61  -3.83  0.41
H  2.91  1.13  3.35  0.42
C  -3.54  -1.74  1.97  -1.32
H  -3.25  0.02  -0.85  0.37
C  2.63  1.48  -4.30  -0.82
H  -1.37  -0.24  -4.70  0.47
Tl  0.83  -0.08  -0.27  1.75
H  -1.22  6.24  -1.45  0.44
C  -3.10  5.45  -2.13  -0.53
C  0.52  -1.36  4.93  -0.63
H  -3.58  6.42  -2.16  0.40
N  0.09  1.46  1.51  0.18
C  -3.09  -1.47  -4.40  -0.70
C  -1.64  -0.50  4.36  -0.50
C  -0.06  1.99  -4.66  -0.67
C  -0.11  -3.67  -2.80  -0.81
H  -3.74  2.18  -2.75  0.38
H  1.27  -1.59  5.68  0.56
C  -1.86  2.97  -2.07  0.31
C  -0.17  -2.96  -0.69  -0.76
C  -4.08  -1.88  -3.52  -0.71
C  0.40  1.54  -3.41  -0.04
H  -0.75  -3.56  1.30  0.58
C  -2.54  -0.59  2.02  0.53
C  2.01  -2.47  3.25  -0.43
C  -1.77  5.35  -1.73  -0.76
C  0.76  -1.71  3.60  0.34
As  -0.92  1.28  -2.03  0.62
H  -4.02  -1.88  2.94  0.40
H  -0.11  4.04  -1.40  0.43
H  -0.20  -4.25  -3.71  0.49
H  -2.11  -0.45  1.02  -1.05
H  -2.38  3.50  2.48  0.56
C  -3.20  -0.40  -1.85  -0.19
H  -2.58  -0.04  4.65  0.53
H  4.92  1.29  2.49  0.50
H  -4.84  4.39  -2.80  0.44
H  -3.04  -1.90  -5.39  0.43
H  2.83  -4.47  3.39  0.45
H  7.14  0.27  2.25  0.45
C  5.02  0.35  1.95  -0.59
C  -4.14  -1.33  -2.24  -0.90
H  -0.84  -0.49  6.34  0.44
C  1.92  -3.94  3.65  -1.45
C  -0.47  -4.05  -1.51  -1.28

Output
**Lowest unoccupied orbital energy**: -3.458 eV
**E_tot**: -199679.6343 eV
**Total charge**: +1
**Multiplicity**: 1
**HOMO**: -10.349 eV
**Orbital gap**: 6.89 eV
**Energy relative to the best compared isomer or geometry (same formula, charge and spin)**: 0.0 kJ/mol


Entry 2:
Formula: C45H40F3N4SbTi
Source: the OMol25 dataset
Level of theory: the ωB97M-V functional and the def2-TZVPD basis

Each line ends with the Mulliken charge.
CARTESIAN COORDINATES (ANGSTROEM)
H  3.20  2.44  1.24  0.53
H  3.28  2.88  5.51  0.43
H  2.48  -1.14  4.12  0.24
H  -3.08  -1.17  0.36  0.53
C  0.37  -1.29  -5.19  -0.75
H  2.71  2.85  -6.98  0.46
H  -3.40  -1.45  7.17  0.43
H  3.81  -2.32  1.18  0.37
Sb  0.52  0.64  -2.74  0.98
C  -3.03  2.97  -3.99  -0.69
C  -1.18  1.53  0.43  -0.81
C  1.23  -2.32  2.81  1.03
C  1.11  1.13  3.60  1.53
H  0.83  2.06  -5.57  0.46
C  2.83  2.45  4.62  -0.88
H  -0.63  -3.02  4.76  0.37
C  -0.95  -3.37  3.79  -1.56
C  2.03  -2.14  4.06  -1.16
H  -1.99  -3.05  3.65  0.31
C  -0.88  -0.07  4.56  0.53
C  -3.69  0.75  -0.37  -1.00
H  -0.95  -4.46  3.79  0.39
H  -4.20  -0.72  4.95  0.46
C  -0.16  -2.32  -5.96  -0.66
H  -3.99  2.82  -0.93  0.47
F  -3.56  5.24  -3.78  -0.36
H  -1.00  -1.26  7.73  0.40
C  -0.44  -0.48  5.82  -0.47
C  3.41  2.71  3.38  -0.76
C  -0.06  -2.86  2.69  0.66
H  -1.44  -4.62  0.50  0.35
C  2.09  1.35  -3.98  -0.19
C  -1.47  -1.49  -3.65  -0.41
C  -1.35  -2.90  -5.56  0.12
Ti  -0.12  -0.67  1.85  -0.38
C  0.91  -2.59  -0.92  -1.18
H  -2.38  0.94  -4.11  0.44
H  -4.00  2.79  -4.44  0.49
C  1.72  -2.03  1.50  0.12
H  -0.01  -2.41  -1.46  0.00
H  2.85  -2.86  4.08  0.34
H  1.30  -0.83  -5.50  0.41
C  4.18  2.23  -5.56  0.22
C  4.47  1.66  -4.34  -0.51
C  -1.44  4.54  -3.05  -0.59
H  -4.67  0.41  -0.68  0.51
H  -1.88  -3.10  -0.25  0.24
N  -1.58  0.23  0.61  1.48
N  0.03  1.94  0.87  -0.92
C  1.84  1.94  -5.22  -0.11
H  0.61  -0.44  6.07  0.44
C  -0.87  2.19  -3.22  0.11
H  3.63  0.76  -2.59  0.32
C  -0.37  -2.95  1.29  0.11
H  0.33  -2.66  -6.86  0.47
H  -2.95  -2.99  -4.15  0.49
C  -1.61  -3.56  0.70  -1.34
C  1.68  1.44  2.35  -0.16
C  2.81  2.21  2.23  -0.68
C  -2.02  -2.51  -4.42  -0.67
C  -0.28  -0.86  -4.03  0.21
H  3.10  -1.04  0.19  0.14
F  -1.87  -3.89  -6.30  -0.34
C  1.69  1.67  4.75  -1.32
C  -1.35  -0.96  6.75  -1.00
C  3.08  -1.51  1.17  -1.30
H  0.42  3.72  -2.42  0.45
H  -1.99  -1.18  -2.75  0.67
H  3.41  -0.76  1.90  0.37
C  2.89  2.39  -6.02  -0.66
H  -1.20  5.56  -2.79  0.48
N  0.85  0.98  1.27  1.20
C  -2.70  -1.07  6.44  -0.57
C  -3.31  2.10  -0.51  -0.40
C  -2.06  2.49  -0.10  -0.59
C  -2.68  4.24  -3.60  0.35
H  1.25  1.52  5.72  0.63
H  1.67  -1.90  -1.29  0.24
H  5.50  1.56  -4.02  0.46
H  -2.60  0.24  3.32  0.52
C  0.74  -2.48  0.56  1.13
C  -0.55  3.50  -2.86  -0.76
C  -3.15  -0.66  5.19  -0.84
H  -2.46  -3.49  1.38  0.35
C  3.41  1.22  -3.55  -0.64
C  -2.25  -0.15  4.26  -0.19
H  -1.71  3.51  -0.18  0.65
F  5.19  2.66  -6.32  -0.32
C  -2.81  -0.13  0.20  -0.74
H  1.24  -3.61  -1.16  0.32
H  1.43  -2.30  4.95  0.43
H  4.30  3.32  3.31  0.45
N  -0.05  0.33  3.50  0.92
C  -2.11  1.94  -3.79  -0.26

Output
**Lowest unoccupied orbital energy (spin up / spin down)**: -3.737 / -4.378 eV
**E_tot**: -91074.9948 eV
**Total charge**: +1
**Expectation value of S²**: 0.76
**Multiplicity**: 2
**HOMO (spin up / spin down)**: -10.345 / -10.611 eV
**Orbital gap (spin up / spin down)**: 6.61 / 6.23 eV
**Energy relative to the best compared isomer or geometry (same formula, charge and spin)**: 140.8 kJ/mol